Record 1
{"formula": "C8H15NSi", "method": "ωB97M-V/def2-TZVPD", "fmax_ev_per_a": 4.156, "e_above_lowest_kcal_mol": 16.33, "smiles": "C/C=C/[C@H](C#N)[Si](C)(C)C", "spin_multiplicity": 1, "e_homo_ev": -9.9, "e_tot_ev": -17906.6440, "gap_ha": 0.3915, "symbols": ["C", "C", "C", "C", "C", "C", "C", "C", "N", "Si", "H", "H", "H", "H", "H", "H", "H", "H", "H", "H", "H", "H", "H", "H", "H"], "xyz": [[0.71717, 2.58484, -0.15194], [-2.40708, 0.90240, 0.52784], [-1.36618, 1.15865, -0.22920], [-3.78274, 0.68439, -0.01955], [3.14735, 0.25696, 0.42605], [0.67251, -1.59854, 1.07684], [1.12742, -0.49719, -1.83950], [0.26856, 1.39436, 0.46741], [1.07189, 3.51966, -0.71249], [1.32717, -0.14809, 0.02239], [-2.31702, 0.84942, 1.60477], [-1.36430, 1.24992, -1.29868], [-3.77034, 0.66069, -1.10648], [-4.19202, -0.25394, 0.35289], [-4.44141, 1.49072, 0.30452], [3.72302, -0.64226, 0.62182], [3.61766, 0.77981, -0.40325], [3.23235, 0.90077, 1.29887], [-0.03486, -1.26572, 1.83060], [0.16596, -2.33293, 0.45961], [1.48127, -2.10591, 1.59161], [0.10427, -0.76941, -2.08412], [1.38698, 0.38076, -2.42446], [1.76952, -1.30994, -2.16402], [0.11506, 1.53057, 1.53354]], "atomic_forces_ev_per_a": [[0.32, 0.48, -0.14], [-0.35, -0.08, -0.05], [3.69, 0.31, 1.73], [0.05, 0.08, 0.05], [-0.67, -0.06, -0.16], [0.22, 0.52, -0.36], [-0.02, 0.22, 0.72], [-3.63, -1.47, -1.39], [0.23, 0.48, -0.28], [0.19, -0.20, -0.01], [0.18, 0.00, 0.13], [-0.09, 0.01, -0.31], [-0.06, -0.01, -0.06], [-0.09, -0.04, -0.02], [-0.11, -0.02, 0.00], [0.06, -0.20, 0.00], [0.01, 0.08, -0.12], [-0.05, 0.04, 0.14], [-0.12, 0.12, 0.10], [-0.11, -0.11, -0.16], [0.20, -0.07, 0.07], [-0.17, -0.05, 0.02], [0.07, 0.18, -0.07], [0.16, -0.16, 0.03], [0.07, -0.05, 0.13]], "mulliken_charge": [-0.114, 0.111, -0.629, -1.226, -1.120, -1.152, -1.134, 0.173, -0.500, 0.408, 0.347, 0.330, 0.329, 0.308, 0.318, 0.362, 0.307, 0.342, 0.323, 0.328, 0.372, 0.322, 0.355, 0.365, 0.474]}

Record 2
{"formula": "C35H56N2O2PSW", "method": "ωB97M-V/def2-TZVPD", "fmax_ev_per_a": 0.999, "e_above_lowest_kcal_mol": 0.00, "charge": 1, "spin_multiplicity": 1, "e_homo_ev": -11.0, "e_tot_ev": -66227.1525, "gap_ha": 0.2964, "symbols": ["W", "C", "N", "C", "C", "C", "C", "C", "C", "C", "C", "H", "H", "H", "H", "H", "H", "H", "H", "H", "H", "H", "H", "C", "C", "O", "H", "H", "H", "H", "H", "H", "N", "C", "C", "C", "C", "C", "C", "H", "H", "H", "H", "H", "O", "P", "C", "C", "C", "C", "C", "C", "C", "C", "C", "C", "C", "C", "C", "C", "C", "C", "C", "C", "H", "H", "H", "H", "H", "H", "H", "H", "H", "H", "H", "H", "H", "H", "H", "H", "H", "H", "H", "H", "H", "H", "H", "H", "H", "H", "H", "H", "H", "H", "H", "H", "H", "S"], "xyz": [[0.16670, 0.25030, 0.10545], [2.54626, 1.64801, 1.10926], [1.81945, 0.47863, 1.67689], [2.76580, -0.64526, 1.84600], [1.30353, 0.83305, 3.02828], [0.02834, 1.59985, 2.90078], [-0.43225, 2.42424, 3.92309], [-1.66506, 3.03422, 3.80154], [-2.43334, 2.80869, 2.66476], [-1.96087, 1.99870, 1.64722], [-0.70590, 1.37816, 1.74001], [3.41954, 1.86598, 1.72961], [1.88480, 2.51344, 1.09154], [2.87425, 1.41452, 0.09706], [3.56934, -0.34491, 2.52428], [3.18161, -0.92216, 0.88756], [2.23847, -1.49639, 2.27550], [2.08493, 1.36831, 3.57695], [1.12266, -0.10861, 3.55152], [0.16926, 2.57767, 4.81146], [-2.03107, 3.68302, 4.58588], [-3.40081, 3.28342, 2.56526], [-2.57332, 1.85106, 0.76701], [-3.03683, -1.10395, -5.13402], [-2.85526, -0.11775, -4.00262], [-1.68134, -0.48332, -3.27550], [-3.91756, -0.85566, -5.72540], [-3.16092, -2.11554, -4.74587], [-2.16675, -1.09303, -5.79156], [-3.72610, -0.13610, -3.33663], [-2.75896, 0.90140, -4.38660], [-1.38226, 0.26403, -2.74137], [-1.00560, -0.99583, 0.24342], [-1.98636, -1.97054, 0.31193], [-2.75057, -2.29684, -0.80860], [-3.67188, -3.32845, -0.71588], [-3.84301, -4.01576, 0.47761], [-3.09519, -3.66990, 1.59504], [-2.16258, -2.65081, 1.52025], [-2.58592, -1.75331, -1.72927], [-4.26521, -3.59304, -1.58143], [-4.56376, -4.82002, 0.53971], [-3.23935, -4.19730, 2.52870], [-1.57065, -2.37001, 2.38176], [1.79722, -0.58807, -0.85839], [2.07571, -1.57304, -2.03945], [3.91809, -1.77232, -2.21954], [4.51911, -3.07128, -2.79490], [4.98469, -4.09899, -1.76888], [5.85458, -3.46912, -0.68886], [5.08839, -2.33748, -0.01334], [4.75056, -1.25876, -1.03612], [0.84795, -2.92455, -1.80442], [0.73134, -4.03666, -2.85944], [1.55960, -5.28618, -2.56803], [1.33369, -5.79935, -1.14977], [1.60419, -4.71334, -0.11514], [0.74170, -3.48812, -0.37943], [1.62987, -0.74511, -3.59970], [2.08455, -1.49442, -4.88610], [3.10283, -0.70162, -5.70202], [2.55567, 0.66760, -6.10949], [1.77397, 1.33180, -4.96133], [2.12670, 0.71191, -3.61251], [4.03668, -1.02697, -3.01105], [5.39539, -2.75158, -3.36836], [3.84764, -3.53596, -3.51692], [5.52173, -4.89421, -2.28912], [4.12850, -4.57182, -1.29090], [6.76830, -3.06399, -1.13561], [6.16260, -4.22187, 0.03774], [5.67327, -1.90159, 0.79915], [4.17290, -2.74518, 0.43325], [5.69125, -0.88480, -1.45249], [4.26136, -0.39663, -0.57950], [-0.02936, -2.27472, -1.95793], [0.95078, -3.65435, -3.85623], [-0.32576, -4.31994, -2.87771], [2.62015, -5.08269, -2.72183], [1.29029, -6.05817, -3.29097], [1.95249, -6.67811, -0.96061], [0.29130, -6.12070, -1.04997], [2.65949, -4.43548, -0.11744], [1.38964, -5.08827, 0.88781], [0.94092, -2.70999, 0.36146], [-0.30545, -3.77342, -0.24438], [0.53640, -0.71956, -3.58864], [1.19858, -1.66898, -5.50193], [2.49092, -2.48191, -4.66849], [3.37986, -1.27619, -6.58698], [4.02530, -0.57745, -5.12708], [1.90684, 0.55517, -6.98015], [3.38377, 1.30489, -6.42339], [0.69757, 1.20855, -5.11403], [1.96086, 2.40557, -4.94044], [1.66656, 1.27096, -2.80085], [3.20907, 0.76723, -3.45414], [-0.40518, 1.78281, -1.27404]], "atomic_forces_ev_per_a": [[0.34, 0.87, 0.36], [0.05, -0.03, 0.08], [0.11, -0.05, 0.02], [-0.04, 0.00, -0.03], [-0.02, -0.04, -0.04], [0.00, -0.11, -0.05], [0.04, -0.07, 0.00], [-0.04, 0.03, 0.03], [-0.03, -0.01, -0.01], [0.03, -0.10, 0.03], [0.10, 0.23, 0.05], [-0.01, 0.04, -0.01], [0.01, 0.00, 0.01], [0.02, 0.03, 0.00], [-0.01, -0.01, 0.01], [-0.05, 0.04, 0.14], [0.00, -0.01, -0.02], [-0.02, 0.01, 0.00], [-0.02, 0.02, 0.03], [0.01, 0.02, 0.00], [0.00, 0.00, 0.00], [-0.01, -0.01, 0.00], [0.02, 0.03, -0.02], [0.02, 0.02, 0.01], [-0.09, 0.00, -0.02], [0.14, -0.15, -0.20], [-0.02, 0.01, 0.01], [0.01, -0.01, 0.01], [0.00, 0.00, 0.00], [0.02, 0.00, -0.01], [0.03, -0.01, -0.02], [-0.15, 0.10, 0.11], [-0.29, -0.44, -0.22], [-0.31, -0.08, 0.18], [0.12, 0.00, 0.14], [-0.01, 0.02, -0.02], [-0.05, -0.05, -0.03], [0.02, 0.01, 0.07], [-0.06, 0.06, -0.14], [-0.01, 0.00, -0.02], [0.00, -0.01, 0.00], [-0.01, 0.01, 0.00], [0.00, -0.01, 0.00], [0.02, 0.01, -0.01], [0.24, -0.19, 0.05], [-0.03, -0.13, -0.31], [-0.14, 0.09, 0.11], [-0.02, -0.02, -0.09], [0.01, 0.02, 0.02], [-0.01, 0.00, 0.00], [0.01, -0.02, -0.02], [-0.03, 0.05, 0.02], [0.14, 0.11, -0.03], [0.00, 0.01, -0.07], [-0.02, 0.03, -0.02], [-0.01, -0.01, -0.01], [-0.02, 0.00, -0.02], [0.09, -0.02, 0.05], [0.00, -0.04, 0.16], [-0.04, -0.07, -0.04], [0.01, -0.01, -0.01], [0.01, -0.01, -0.02], [-0.03, 0.03, 0.01], [0.02, 0.00, 0.06], [0.01, -0.01, 0.02], [-0.01, -0.02, -0.02], [-0.01, 0.00, -0.01], [0.02, 0.02, -0.01], [-0.02, -0.05, -0.01], [0.02, -0.02, 0.01], [-0.02, 0.00, 0.01], [-0.01, 0.00, 0.01], [0.01, 0.00, 0.00], [0.00, 0.00, -0.01], [0.08, -0.01, -0.06], [0.02, 0.00, 0.04], [-0.05, -0.02, -0.01], [0.00, -0.01, 0.03], [0.04, 0.01, 0.02], [0.01, 0.00, -0.01], [0.01, 0.01, 0.00], [0.00, -0.03, 0.00], [0.02, -0.02, 0.01], [-0.01, 0.01, 0.00], [0.00, -0.06, -0.02], [0.05, 0.00, 0.00], [-0.02, 0.04, 0.03], [0.01, -0.02, 0.00], [0.01, -0.01, 0.01], [0.00, 0.00, 0.00], [0.00, -0.01, 0.00], [0.00, 0.00, 0.00], [0.00, 0.00, 0.00], [0.00, 0.02, 0.00], [0.00, 0.00, 0.00], [-0.03, 0.00, 0.01], [-0.01, 0.01, -0.01], [-0.20, -0.03, -0.29]], "mulliken_charge": [1.420, -0.948, 0.314, -1.699, -0.902, 1.043, -0.881, -0.575, -0.885, -0.094, -0.049, 0.430, 0.398, 0.122, 0.617, 0.251, 0.298, 0.518, 0.424, 0.456, 0.398, 0.418, 0.419, -1.237, -0.235, -0.389, 0.414, 0.298, 0.253, 0.237, 0.421, -0.276, 0.164, -0.354, 0.195, -0.897, -0.540, -0.797, 0.105, 0.684, 0.466, 0.426, 0.407, 0.486, -1.013, -0.039, 2.005, -1.187, -0.317, -1.539, -0.075, -1.778, 1.614, -1.172, -0.501, -1.039, -0.726, 0.114, 1.087, -0.895, -0.992, -0.813, -0.827, -0.617, -0.355, 0.601, 0.466, 0.551, -0.116, 0.416, 0.503, 0.490, -0.030, 0.665, 0.591, -0.967, 0.337, 0.524, 0.075, 0.464, 0.520, 0.391, 0.135, 0.512, -0.513, 0.207, 0.101, 0.321, 0.395, 0.533, 0.182, 0.327, 0.376, 0.196, 0.512, -0.006, 0.436, -0.456]}